--- a ---
# C5H7FN2

A single C5H7FN2 molecule (wB97M-V/def2-TZVPD, OMol25).

```
! wB97M-V def2-TZVPD RIJCOSX def2/J DEFGRID3
* xyz 0 1
C 0.90823 1.91704 0.03228
C -0.16416 0.83278 0.12835
N -1.50004 1.12581 0.16658
C -2.10248 0.00901 0.11822
F -3.42216 -0.35909 0.11481
N -1.24575 -1.04080 -0.05567
C 0.00582 -0.49960 0.02380
C 1.12872 -1.44593 -0.16014
H 0.33893 2.95076 -0.05600
H 1.39202 1.88120 1.04277
H 1.74993 1.78850 -0.77412
H -1.35257 -2.07704 -0.11150
H 0.97856 -2.27649 0.56036
H 1.10506 -1.77871 -1.09530
H 2.17992 -1.02742 0.06555
*
```

Summary:
SMILES string: Cc1nc(F)[nH]c1C

Löwdin atomic charge list, values in e, 6 entries:
1 C -0.05
2 C -0.32
3 N 0.17
4 C -0.39
5 F 0.07
6 N 0.15

=====

--- b ---
# C5H7FN2

A single C5H7FN2 molecule (wB97M-V/def2-TZVPD, OMol25).

```
! wB97M-V def2-TZVPD RIJCOSX def2/J DEFGRID3
* xyz 0 1
C 2.12626 -0.39126 -0.38450
C 0.80105 0.09308 -0.10933
N 0.38853 1.20791 -0.68594
N -0.82856 1.58606 -0.32969
C -1.36277 0.60172 0.72167
C -1.53439 -0.72358 0.02920
F -1.69348 -0.77168 -1.36006
C -0.23013 -0.50810 0.75558
H 2.39468 -1.55328 -0.37092
H 2.66774 0.00618 0.59655
H 2.72869 -0.03931 -1.27430
H -1.44212 1.79173 -1.24711
H -1.95671 1.06660 1.52118
H -2.16993 -1.44376 0.44079
H 0.11112 -0.92232 1.69689
*
```

Summary:
SMILES string: CC1=NN[C@H]2[C@@H](F)[C@@H]12

Löwdin atomic charge list, values in e, 6 entries:
1 C -0.08
2 C -0.37
3 N 0.02
4 N -0.07
5 C -0.10
6 C -0.23

=====

It is b that is the least stable of them.

=====

--- a ---
# C19H62N4O12

A 12-piece molecular cluster, C19H62N4O12 overall (wB97M-V/def2-TZVPD, OMol25).

```
! wB97M-V def2-TZVPD RIJCOSX def2/J DEFGRID3
* xyz 0 1
N -4.07233 -1.01105 -1.42411
C -3.51433 -2.16905 -1.77511
N -4.32633 -3.19705 -1.89511
O -2.17133 -2.32905 -1.87811
H -3.44233 -0.27805 -1.18111
H -4.96933 -1.05005 -0.84911
H -3.82633 -4.06505 -2.03611
H -5.35833 -3.13105 -2.11111
N 1.50467 -0.00705 0.16689
C 0.58167 -0.88705 0.10689
N 0.04967 -1.08405 -1.09311
O 0.00567 -1.46605 1.21989
H 1.72067 0.26395 1.11489
H 1.76167 0.54395 -0.66711
H -0.63533 -1.79705 -1.15211
H 0.56067 -0.80005 -1.91311
C -1.22433 -1.31905 5.52889
C -1.25833 -1.09205 4.02989
O -0.36933 -0.01805 3.83989
H -0.25333 -1.80805 5.78589
H -2.06633 -1.93105 5.91689
H -1.23933 -0.41005 6.09989
H -2.25133 -0.93805 3.61789
H -0.84633 -1.91405 3.44789
H -0.13233 0.04195 2.93589
C 0.30567 -2.00705 -4.61311
C 1.58367 -1.48905 -3.86611
O 1.38067 -0.16505 -3.36611
H -0.63733 -2.07505 -4.05511
H 0.50867 -3.02705 -4.94811
H 0.05667 -1.31405 -5.37811
H 2.43967 -1.55205 -4.48011
H 1.79767 -2.08505 -2.98011
H 1.17967 0.42795 -4.12911
C -3.63333 1.11395 1.04989
C -2.26233 0.52595 0.66789
O -1.85833 0.96795 -0.62611
H -4.38233 0.56795 0.45389
H -3.69733 2.15495 0.86089
H -3.88133 0.99195 2.12989
H -2.33133 -0.51105 0.67189
H -1.47933 0.67495 1.46189
H -1.00633 0.56495 -0.81511
C 4.67967 2.03595 1.56189
C 5.53067 0.96595 2.26489
O 6.60967 1.65295 2.82089
H 5.15367 2.53295 0.71389
H 4.32167 2.85395 2.26489
H 3.67267 1.63895 1.30189
H 5.76267 0.12495 1.53189
H 5.05467 0.54995 3.14789
H 7.36467 1.75595 2.27489
C -4.54233 -2.64005 3.13689
C -3.77033 -2.60405 1.78389
O -4.11133 -3.73205 0.96289
H -4.20333 -3.46605 3.75289
H -5.65033 -2.69005 2.99589
H -4.33533 -1.80105 3.79689
H -2.71333 -2.43405 1.88989
H -4.14533 -1.77805 1.22489
H -4.01133 -3.58505 0.00689
C -2.09133 0.45195 -3.78411
C -2.13033 0.76595 -5.26611
O -1.92133 2.18895 -5.41811
H -1.27433 0.93095 -3.30611
H -1.96733 -0.63905 -3.57911
H -2.92333 0.76195 -3.21111
H -2.99833 0.35595 -5.80811
H -1.33133 0.19595 -5.73811
H -2.51933 2.65795 -4.77111
C 2.48267 2.76595 -1.17111
C 1.39267 2.99595 -2.19111
O 0.83167 4.20095 -1.80811
H 2.96267 1.80795 -1.33911
H 2.16567 2.91195 -0.12311
H 3.32167 3.44395 -1.30911
H 0.57467 2.29195 -2.15811
H 1.65467 3.03795 -3.18911
H 1.04267 4.66195 -2.62611
C 2.74767 -1.16605 3.21389
O 2.43467 0.18395 2.73589
H 3.82567 -1.30305 3.35989
H 2.41367 -1.93005 2.52989
H 2.26367 -1.28605 4.16889
H 2.84367 0.81895 3.36789
C 3.89167 -0.69905 -1.73611
O 4.04567 -0.28405 -0.41511
H 4.70467 -1.14105 -2.27811
H 3.50667 0.13995 -2.34911
H 3.14867 -1.38805 -1.61511
H 3.15867 -0.35505 0.01389
C 0.98867 3.72895 2.60389
O 0.61367 2.58195 1.90189
H 0.79467 4.70495 2.13889
H 2.06367 3.67095 2.78789
H 0.52767 3.83495 3.60589
H -0.22333 2.80495 1.45289
*
```

Summary:
SMILES string: NC(N)=O.NC(N)=O.CCO.CCO.CCO.CCO.CCO.CCO.CCO.CO.CO.CO

Löwdin atomic charge list, values in e, 6 entries:
1 N 0.18
2 C -0.59
3 N 0.14
4 O -0.09
5 H 0.05
6 H 0.15

=====

--- b ---
# C19H62N4O12

A 12-piece molecular cluster, C19H62N4O12 overall (wB97M-V/def2-TZVPD, OMol25).

```
! wB97M-V def2-TZVPD RIJCOSX def2/J DEFGRID3
* xyz 0 1
N 3.44164 1.49873 -1.02811
C 3.68839 2.31944 -1.99638
N 5.00099 2.40989 -2.11916
O 2.82293 2.89189 -2.87694
H 2.38793 1.28807 -0.96723
H 4.19071 0.98204 -0.54368
H 5.36770 2.76044 -3.07205
H 5.66372 1.78325 -1.54931
N -0.05729 -0.98593 -3.50755
C 1.23264 -1.07766 -3.49092
N 1.82077 0.07430 -3.68176
O 1.92013 -2.28874 -3.26422
H -0.64851 -1.83791 -3.60575
H -0.45600 0.00276 -3.65206
H 2.82010 0.03823 -3.64488
H 1.37232 0.93719 -3.76227
C 0.98940 3.03753 2.66088
C 1.70323 2.59209 1.43192
O 2.94271 3.26584 1.19973
H 1.54467 2.85961 3.56566
H 0.02606 2.52203 2.74471
H 0.77587 4.14123 2.64584
H 0.98988 2.65967 0.55273
H 1.98580 1.56268 1.57665
H 3.39311 2.80504 0.42411
C -3.09533 0.51259 -1.83269
C -3.49831 -0.85859 -1.32147
O -3.44782 -0.95873 0.06913
H -2.03938 0.79424 -1.72666
H -3.66886 1.23909 -1.27092
H -3.36060 0.56650 -2.87906
H -2.81721 -1.62421 -1.76973
H -4.59060 -0.95446 -1.61464
H -3.35452 -1.86144 0.28469
C -0.86664 -3.45223 2.52397
C -2.35181 -3.10014 2.37568
O -2.72669 -3.40391 1.05756
H -0.14374 -2.89179 1.84316
H -0.73030 -4.45434 2.34415
H -0.54728 -3.15882 3.54804
H -2.48199 -2.06327 2.58821
H -2.93465 -3.69588 3.08388
H -2.31686 -4.23948 0.83370
C 3.40608 -1.92447 -0.18321
C 3.13130 -1.26975 1.12449
O 2.14924 -1.91932 1.88721
H 2.46801 -2.36602 -0.64378
H 4.07195 -2.72260 -0.04923
H 3.83920 -1.23923 -0.89221
H 2.88314 -0.25489 0.93688
H 4.01531 -1.25883 1.69382
H 1.96947 -1.34708 2.66377
C -0.10174 -3.61101 -1.11482
C 0.83835 -4.69738 -1.77010
O 0.74387 -5.79678 -0.89090
H -1.08868 -3.69473 -1.15661
H 0.09307 -2.68018 -1.66299
H 0.13458 -3.48090 -0.02997
H 1.91892 -4.41569 -1.78335
H 0.60342 -4.90925 -2.82604
H 1.35970 -5.71858 -0.16594
C -0.85215 -0.22291 3.70510
C 0.39263 0.22721 4.47219
O 1.49657 0.05553 3.71621
H -1.22152 -1.10968 4.12530
H -0.64818 -0.48600 2.67824
H -1.52647 0.62866 3.73073
H 0.63798 -0.26384 5.43912
H 0.28199 1.20409 4.81842
H 2.20411 0.01772 4.32613
C -3.18657 2.48340 2.92985
C -3.29568 1.57030 1.73922
O -4.64085 1.20802 1.65513
H -3.98764 3.25748 2.84195
H -2.31766 3.19922 2.85626
H -3.30919 1.99494 3.89683
H -2.63163 0.75176 1.94042
H -2.90996 2.08334 0.88413
H -4.67897 0.72498 0.84942
C 0.10460 -0.14388 -0.12963
O 0.69852 0.70580 -1.06410
H 0.47735 -1.14968 -0.27829
H -0.97265 -0.20904 -0.21692
H 0.45516 0.07297 0.85398
H 0.56162 0.50326 -1.98015
C -1.29937 3.53428 -0.46827
O -1.60579 4.28656 0.69622
H -0.39492 3.98708 -0.89139
H -2.08873 3.51424 -1.22118
H -1.08268 2.48738 -0.25731
H -1.57818 5.21268 0.45281
C -0.79300 1.65609 -5.21655
O -0.71537 1.69966 -3.83777
H -0.89270 2.64696 -5.60727
H -1.67984 1.11380 -5.54554
H 0.03562 1.12369 -5.66560
H -1.41792 2.30378 -3.54165
*
```

Summary:
SMILES string: NC(N)=O.NC(N)=O.CCO.CCO.CCO.CCO.CCO.CCO.CCO.CO.CO.CO

Löwdin atomic charge list, values in e, 6 entries:
1 N 0.12
2 C -0.66
3 N 0.11
4 O -0.10
5 H 0.12
6 H 0.13

=====

It is b that is the least stable of them.

=====

--- a ---
# C2H4FP

A 2-piece molecular cluster, C2H4FP overall (wB97M-V/def2-TZVPD, OMol25).

```
! wB97M-V def2-TZVPD RIJCOSX def2/J DEFGRID3
* xyz 0 1
C 0.70253 -0.38659 1.38324
C -0.24358 0.22117 -1.36498
F 2.01972 -0.37595 1.36791
P -0.46002 -0.49834 2.53791
H -0.01655 1.26180 -1.33796
H -1.21458 -0.12341 -1.07614
H 0.44462 -0.48000 -1.78499
H 0.38788 -0.63593 3.66466
*
```

Löwdin atomic charge list, values in e, 6 entries:
1 C -0.58
2 C 0.09
3 F -0.04
4 P 0.74
5 H -0.02
6 H -0.02

=====

--- b ---
# C2H4FP

A 2-piece molecular cluster, C2H4FP overall (wB97M-V/def2-TZVPD, OMol25).

```
! wB97M-V def2-TZVPD RIJCOSX def2/J DEFGRID3
* xyz 0 1
C -0.12578 0.33548 0.18537
C -0.92386 -0.70066 0.19496
F 2.88590 1.93878 -0.57427
P 2.61787 1.68587 1.08526
H 3.66866 0.59787 1.10805
H 0.08605 1.27081 -0.25586
H -1.38085 -0.91693 -0.65025
H -0.98659 -1.34778 1.10214
*
```

Löwdin atomic charge list, values in e, 6 entries:
1 C -0.01
2 C -0.09
3 F -0.54
4 P 0.75
5 H -0.14
6 H -0.02

=====

--- c ---
# C2H4FP

A 2-piece molecular cluster, C2H4FP overall (wB97M-V/def2-TZVPD, OMol25).

```
! wB97M-V def2-TZVPD RIJCOSX def2/J DEFGRID3
* xyz 0 1
C -0.25095 -0.25123 -0.13895
C 0.77339 0.73596 -0.35532
F 0.35871 -2.02768 0.64575
P -1.87475 -0.28641 0.15363
H 1.20670 0.62720 -1.34853
H 1.21469 0.98577 0.58613
H 0.20120 1.66057 -0.39465
H -1.62899 -1.44418 0.85194
*
```

Löwdin atomic charge list, values in e, 6 entries:
1 C -0.45
2 C -0.15
3 F -0.43
4 P 0.89
5 H 0.09
6 H 0.09

=====

It is a that is the least stable of them.

=====

--- a ---
# C5H14NO2

C5H14NO2 as an isolated structure (wB97M-V/def2-TZVPD, OMol25).

```
! wB97M-V def2-TZVPD RIJCOSX def2/J DEFGRID3
* xyz -2 2
C 1.52371 0.96911 -1.24599
N 0.41565 0.11621 -1.66421
C -0.92230 0.63482 -1.45351
C -1.41433 0.88550 -0.02281
C -1.85136 -0.41450 0.68730
O -0.84965 -1.36954 0.70069
C 2.51190 0.21550 -0.35261
H 2.09200 1.34426 -2.11025
H 1.17648 1.86597 -0.71957
H 0.49814 -0.77326 -1.19081
H -1.00390 1.52813 -2.08183
H -1.61125 -0.10136 -1.89249
H -0.60703 1.26273 0.61081
H -2.23411 1.61224 -0.09646
H -2.14025 -0.13721 1.71927
H -2.78274 -0.81649 0.23082
H 3.03123 -0.52949 -0.96401
H 3.18853 0.88470 0.18179
H 1.96385 -0.36106 0.40315
H -0.40339 -1.40777 1.77153
H 0.97315 -0.73223 2.86293
O 0.18177 -1.27701 2.89312
*
```

Löwdin atomic charge list, values in e, 6 entries:
1 C -0.55
2 N -0.09
3 C -0.34
4 C -0.22
5 C -0.40
6 O -0.23

=====

--- b ---
# C5H14NO2

A 3-piece molecular cluster, C5H14NO2 overall (wB97M-V/def2-TZVPD, OMol25).

```
! wB97M-V def2-TZVPD RIJCOSX def2/J DEFGRID3
* xyz -2 2
C -1.76235 1.69446 0.40489
C -1.05571 0.44593 -0.17493
C 0.32876 0.84067 -0.80380
C 1.26502 -0.39598 -0.90457
C 2.24753 -0.44916 0.33021
O 1.80233 -0.86679 1.52127
N -1.90013 -0.23753 -1.11854
H -1.07888 2.38824 0.91388
H -2.40976 1.37744 1.23348
H -2.35923 2.12910 -0.39359
H -0.67015 -0.19097 0.64157
H 0.70675 1.71888 -0.26212
H 0.01029 1.23411 -1.78068
H 0.60066 -1.25579 -0.84207
H 1.85548 -0.13425 -1.78382
H 2.59213 0.63227 0.36880
H 3.14739 -0.99851 -0.08800
H -2.10135 -1.17039 -0.76429
H 0.09162 -0.50023 -2.70463
H -1.06908 -1.92311 1.69208
H 0.29873 -1.92140 2.17942
O -0.54005 -2.41699 2.33545
*
```

Löwdin atomic charge list, values in e, 6 entries:
1 C -0.14
2 C -0.62
3 C -0.29
4 C -0.30
5 C -0.55
6 O -0.35

=====

It is b that is the least stable of them.